This record from OMol25 describes a cluster of 2 separate species, C3H9NO3 in total at a distorted geometry. The level of theory is ωB97M-V with the def2-TZVPD basis set.

Output
frontier orbital gap	11.0	eV
energy relative to the best compared isomer or geometry (same formula, charge and spin)	91.6	kcal per mole
net charge	0
highest occupied orbital energy	-10.10	eV
energy	-400.07549	a.u.
SMILES	C[C@@]1(O)NO1.CO

Positions of all 16 atoms, in Å:
1 C 1.0274 0.2452 0.2731
2 C 2.3868 0.7478 0.6735
3 N 0.0459 1.1944 -0.3167
4 O 0.7631 0.2276 -1.1344
5 O 0.5138 -0.7082 1.0119
6 H -0.6391 -0.7355 0.8088
7 H 0.4077 2.1267 -0.5151
8 H 2.6787 0.3536 1.6455
9 H 3.1505 0.4139 -0.0272
10 H 2.4395 1.8329 0.7411
11 C -2.3078 -1.2750 -0.6649
12 O -1.8373 -0.3866 0.3458
13 H -1.3394 0.4920 -0.0885
14 H -3.1996 -0.8634 -1.1412
15 H -1.5344 -1.4404 -1.4201
16 H -2.5556 -2.2250 -0.1916

natural (NBO) atomic charge list, values in e, 6 entries: C 0.634; C -0.669; N -0.421; O -0.408; O -0.736; H 0.504